Molecular formula: C34H50BEuN9O6S
Method: DFT, ωB97M-V with the def2-TZVPD basis set

Summary:
2S+1	7
gap between HOMO and LUMO (spin up / spin down)	0.306 / 0.307	hartree
net charge	+1

The geometry in XYZ format:
```
102
C34H50BEuN9O6S, DFT ωB97M-V with the def2-TZVPD basis set
Eu -0.198 -0.802 0.317
C -0.791 1.217 -4.133
C 0.717 0.954 -4.134
C 1.063 -0.408 -4.766
C 1.456 1.072 -2.818
C 2.820 0.894 -2.674
C 3.180 1.280 -1.382
C 4.612 1.414 -0.942
C 4.981 0.862 0.434
C 5.011 2.894 -1.046
N 2.079 1.660 -0.729
N 1.017 1.496 -1.593
B 1.911 2.002 0.822
N 0.461 2.493 1.059
N -0.562 1.600 0.896
C -1.727 2.297 0.968
C -1.431 3.638 1.037
C -0.027 3.746 1.014
C 0.629 5.094 1.149
C 0.463 5.575 2.600
C 2.072 5.253 0.681
C -3.119 1.728 0.930
C -3.191 0.245 1.282
C -3.771 1.995 -0.435
N 2.157 0.704 1.641
N 2.070 -0.487 0.964
C 2.595 -1.432 1.757
C 2.991 -0.857 2.958
C 2.713 0.497 2.859
C 3.020 1.482 3.962
C 2.916 2.961 3.601
C 4.426 1.201 4.517
C 2.806 -2.860 1.335
C 1.498 -3.657 1.364
C 3.442 -2.939 -0.058
H -1.173 1.042 -5.139
H -1.017 2.247 -3.871
H -1.325 0.569 -3.448
H 1.168 1.719 -4.774
H 0.934 -1.220 -4.060
H 2.097 -0.419 -5.108
H 0.424 -0.579 -5.631
H 3.498 0.548 -3.434
H 5.185 0.858 -1.686
H 4.613 1.506 1.231
H 6.066 0.816 0.519
H 4.583 -0.141 0.575
H 4.431 3.500 -0.348
H 4.848 3.276 -2.054
H 6.068 3.006 -0.803
H 2.702 2.836 1.075
H -2.118 4.468 1.039
H 0.013 5.739 0.515
H 1.030 4.942 3.282
H -0.582 5.563 2.908
H 0.836 6.595 2.693
H 2.776 4.831 1.397
H 2.292 6.317 0.589
H 2.220 4.793 -0.297
H -3.689 2.272 1.689
H -2.707 -0.363 0.511
H -4.235 -0.064 1.316
H -2.750 0.070 2.263
H -3.226 1.471 -1.222
H -3.782 3.061 -0.661
H -4.801 1.640 -0.427
H 3.432 -1.372 3.794
H 2.302 1.286 4.764
H 3.714 3.247 2.915
H 3.022 3.561 4.505
H 1.952 3.189 3.151
H 5.162 1.209 3.712
H 4.478 0.238 5.020
H 4.695 1.971 5.239
H 3.488 -3.304 2.063
H 0.841 -3.340 0.548
H 0.989 -3.537 2.322
H 1.706 -4.718 1.227
H 2.782 -2.498 -0.802
H 3.614 -3.981 -0.326
H 4.402 -2.421 -0.076
O -1.632 -0.839 -1.441
S -0.907 -2.032 -2.057
N 0.454 -2.101 -1.503
O -0.433 -0.976 2.487
C -1.175 -1.995 2.347
O -1.428 -2.449 1.195
C -1.768 -2.634 3.550
C -1.755 -1.946 4.761
C -2.314 -2.515 5.892
C -2.870 -3.782 5.821
C -2.861 -4.460 4.610
C -2.325 -3.902 3.466
N -3.431 -5.814 4.551
O -3.328 -6.415 3.500
O -3.964 -6.241 5.555
H -1.299 -0.966 4.793
H -2.307 -1.981 6.832
H -3.295 -4.267 6.687
H -2.335 -4.442 2.530
O -0.230 3.318 -1.380
N -0.296 2.133 -1.452
```